{
  "formula": "C21H11BrCl5F3MnN2O3",
  "method": "ωB97M-V/def2-TZVPD",
  "symbols": ["Mn", "C", "O", "C", "C", "C", "Br", "C", "C", "C", "O", "C", "N", "C", "C", "C", "C", "C", "C", "N", "H", "H", "H", "H", "H", "H", "H", "H", "H", "H", "H", "Cl", "C", "C", "Cl", "C", "Cl", "C", "O", "C", "Cl", "C", "Cl", "F", "C", "F", "F"],
  "coordinates": [[1.978, 1.884, 0.050], [-0.479, 5.024, 0.930], [-0.346, 3.624, 0.623], [-1.480, 2.951, 0.341], [-2.743, 3.515, 0.230], [-3.838, 2.707, -0.072], [-5.528, 3.489, -0.262], [-3.689, 1.342, -0.213], [-2.422, 0.747, -0.069], [-1.320, 1.580, 0.143], [-0.014, 1.128, 0.185], [-2.401, -0.693, -0.055], [-3.444, -1.408, -0.547], [-3.138, -2.683, -0.360], [-3.900, -3.844, -0.697], [-3.364, -5.053, -0.371], [-2.103, -5.144, 0.281], [-1.328, -4.030, 0.624], [-1.864, -2.815, 0.284], [-1.436, -1.505, 0.447], [-1.163, 5.160, 1.768], [-0.825, 5.573, 0.055], [0.513, 5.363, 1.206], [-2.885, 4.578, 0.363], [-4.543, 0.707, -0.398], [0.128, 0.249, -0.192], [-4.856, -3.735, -1.188], [-3.891, -5.968, -0.598], [-1.724, -6.128, 0.524], [-0.380, -4.148, 1.129], [-0.603, -1.262, 0.964], [7.299, -2.628, 0.264], [5.793, -1.833, 0.177], [5.738, -0.443, 0.328], [7.135, 0.499, 0.586], [4.492, 0.166, 0.264], [4.322, 1.909, 0.411], [3.317, -0.534, 0.053], [2.131, 0.108, 0.030], [3.387, -1.916, -0.107], [1.919, -2.777, -0.390], [4.616, -2.565, -0.042], [4.685, -4.259, -0.228], [3.131, 3.112, -2.255], [2.052, 2.917, -1.561], [0.983, 3.191, -2.254], [2.088, 3.845, -0.403]],
  "lowdin_charge": [0.858, -0.012, -0.106, -0.203, -0.003, -0.655, 0.864, -0.035, -0.055, -0.120, -0.007, -0.166, 0.231, -0.166, 0.063, -0.017, 0.035, 0.022, -0.140, 0.197, 0.112, 0.113, 0.100, 0.118, 0.119, 0.106, 0.138, 0.128, 0.133, 0.114, 0.163, 0.768, -0.686, -0.687, 0.781, -0.501, 0.920, -0.390, -0.232, -0.587, 0.755, -0.680, 0.764, 0.191, -0.503, 0.197, -0.040],
  "total_energy_ev": -203187.4747,
  "spin_multiplicity": 4,
  "gap_ev": [6.7, 4.9],
  "homo_energy_ha": [-0.5211, -0.5229],
  "max_force_ev_per_a": 0.50,
  "total_charge": 2
}


{
  "formula": "C21H11Cl2N4O3Sn",
  "method": "ωB97M-V/def2-TZVPD",
  "symbols": ["Sn", "Cl", "C", "C", "C", "Cl", "C", "C", "C", "C", "N", "C", "C", "O", "H", "H", "H", "H", "O", "N", "O", "C", "C", "C", "C", "C", "C", "N", "C", "C", "N", "C", "C", "C", "C", "H", "H", "H", "H", "H", "H", "H"],
  "coordinates": [[-0.088, -0.068, -2.065], [0.906, -3.736, 1.788], [2.153, -3.078, 0.962], [3.433, -3.533, 0.932], [4.407, -2.857, 0.141], [5.975, -3.530, 0.239], [4.153, -1.717, -0.613], [5.204, -0.918, -1.247], [4.764, 0.248, -1.912], [3.397, 0.584, -1.940], [2.446, -0.214, -1.340], [2.871, -1.213, -0.628], [1.761, -2.040, -0.061], [0.617, -1.884, -0.391], [3.864, -4.291, 1.588], [6.202, -1.210, -1.076], [5.444, 0.956, -2.310], [3.229, 1.510, -2.490], [-3.177, 3.528, 3.468], [-3.934, 2.820, 2.822], [-5.133, 2.754, 2.932], [-3.240, 1.923, 1.817], [-4.075, 0.952, 1.299], [-3.665, -0.046, 0.398], [-4.528, -0.939, -0.259], [-3.979, -1.871, -1.210], [-2.697, -1.638, -1.620], [-1.945, -0.681, -1.117], [-2.340, 0.073, -0.024], [-1.510, 1.135, 0.238], [-0.366, 1.389, -0.500], [0.375, 2.492, -0.284], [-0.023, 3.491, 0.583], [-1.241, 3.350, 1.214], [-2.003, 2.128, 1.155], [-5.039, 0.915, 1.748], [-5.526, -0.970, 0.016], [-4.588, -2.686, -1.493], [-2.297, -2.303, -2.394], [1.350, 2.633, -0.748], [0.562, 4.355, 0.572], [-1.718, 4.186, 1.812]],
  "lowdin_charge": [1.428, 1.003, -0.557, -0.050, -0.463, 0.981, -0.143, 0.132, 0.052, -0.012, 0.031, -0.170, -0.276, 0.022, 0.142, 0.106, 0.127, 0.141, 0.116, -0.317, 0.149, -0.011, 0.109, -0.095, 0.133, 0.055, -0.113, -0.106, -0.142, -0.142, -0.086, -0.077, 0.017, 0.105, -0.024, 0.139, 0.124, 0.125, 0.142, 0.126, 0.119, 0.160],
  "total_energy_ev": -64903.1095,
  "spin_multiplicity": 1,
  "gap_ev": 5.2,
  "homo_energy_ha": -0.6599,
  "max_force_ev_per_a": 4.43,
  "total_charge": 3
}


{
  "formula": "C21H12Cl5IrN4OS2",
  "method": "ωB97M-V/def2-TZVPD",
  "symbols": ["Ir", "N", "C", "S", "N", "N", "C", "C", "C", "C", "C", "C", "C", "O", "H", "H", "H", "H", "H", "H", "H", "Cl", "C", "C", "C", "Cl", "C", "Cl", "C", "Cl", "C", "Cl", "N", "C", "C", "C", "C", "C", "C", "C", "H", "H", "H", "H", "H", "S"],
  "coordinates": [[2.367, 0.113, 0.032], [4.269, -3.211, -2.455], [3.544, -2.336, -1.690], [4.193, -1.709, -0.262], [2.323, -2.067, -2.161], [1.648, -1.193, -1.447], [0.237, -1.208, -1.696], [-0.523, -1.699, -0.490], [-1.683, -2.433, -0.714], [-2.490, -2.877, 0.319], [-2.116, -2.584, 1.624], [-0.969, -1.870, 1.875], [-0.145, -1.397, 0.835], [0.913, -0.708, 1.198], [5.267, -3.201, -2.326], [3.927, -3.355, -3.391], [0.053, -1.871, -2.558], [-1.952, -2.655, -1.739], [-3.390, -3.437, 0.111], [-2.725, -2.921, 2.454], [-0.666, -1.640, 2.885], [4.694, -0.311, 2.570], [3.667, 1.077, 2.687], [2.745, 1.342, 1.674], [1.974, 2.484, 1.871], [0.754, 2.880, 0.703], [2.092, 3.318, 2.974], [1.084, 4.706, 3.152], [3.031, 3.024, 3.953], [3.199, 4.041, 5.337], [3.825, 1.894, 3.807], [4.994, 1.523, 5.021], [-0.210, 0.145, -2.124], [-1.355, 0.517, -1.962], [-2.634, 0.954, -1.842], [-3.112, 1.500, -0.620], [-4.406, 1.942, -0.531], [-5.278, 1.862, -1.615], [-4.823, 1.312, -2.810], [-3.534, 0.860, -2.939], [-2.455, 1.542, 0.230], [-4.752, 2.351, 0.408], [-6.294, 2.211, -1.528], [-5.493, 1.235, -3.656], [-3.191, 0.437, -3.871], [3.398, 1.416, -1.294]],
  "lowdin_charge": [0.823, 0.055, -0.891, 0.548, -0.004, -0.227, -0.314, -0.133, -0.061, -0.115, -0.109, -0.021, -0.350, -0.273, 0.072, 0.085, 0.142, 0.109, 0.087, 0.095, 0.110, 0.628, -0.687, -0.418, -0.708, 0.643, -0.714, 0.652, -0.716, 0.646, -0.711, 0.648, 0.179, -0.016, -0.221, -0.034, -0.105, -0.115, -0.116, -0.049, 0.106, 0.100, 0.087, 0.096, 0.106, 0.094],
  "total_energy_ev": -117100.8869,
  "spin_multiplicity": 6,
  "gap_ev": [6.4, 6.8],
  "homo_energy_ha": [-0.1410, -0.1929],
  "max_force_ev_per_a": 0.81,
  "total_charge": -1
}